[1]
Formula: C12H11BrCl2EuO2
Source: the Open Molecules 2025 dataset
Level of theory: ωB97M-V with the def2-TZVPD basis set

```
29
Properties=species:S:1:pos:R:3:forces:R:3:mulliken_charge:R:1
Eu 0.472 0.100 0.627 -1.199 0.317 -0.468 1.03
Br 1.233 -2.007 -0.958 0.315 -0.770 -0.186 -0.66
Cl -0.139 -2.169 5.146 0.181 0.369 0.034 -0.17
Cl 1.553 0.146 5.820 0.007 0.142 0.132 -0.18
O 0.562 -1.501 2.416 1.354 0.454 2.085 -0.60
O 1.610 0.431 2.793 0.164 -1.241 1.650 -0.80
C 1.170 -0.702 3.196 -1.457 0.372 -2.129 0.65
C 0.736 -0.282 -4.314 0.726 0.829 0.117 -0.51
C -2.288 1.284 1.557 0.456 -0.583 -0.289 -0.50
C 0.221 1.046 -4.377 0.634 -0.128 0.179 -0.53
C 1.268 -1.162 4.684 0.412 -0.662 -0.775 0.13
C -2.235 0.918 0.170 -0.241 -0.407 0.248 -0.64
C -2.305 -1.024 1.433 -0.286 0.745 -0.367 -0.46
C 2.050 -0.218 -3.766 -0.537 0.715 -0.408 -0.51
C -2.281 -0.524 0.093 -0.016 0.718 0.748 -0.72
C 1.216 1.929 -3.858 -0.140 -0.556 -0.023 -0.55
C -2.301 0.081 2.331 -0.103 0.212 -0.679 -0.36
C 2.345 1.145 -3.471 -0.713 -0.442 -0.458 -0.65
H -2.313 2.306 1.955 0.087 -0.464 -0.199 0.32
H 3.273 1.519 -3.056 0.016 0.027 0.028 0.40
H 2.117 -1.856 4.725 -0.168 0.355 0.151 0.26
H 1.132 3.013 -3.787 0.003 -0.174 0.020 0.37
H -2.354 0.018 3.422 0.103 0.031 -0.427 0.41
H -2.314 -1.126 -0.816 0.142 0.256 0.300 0.42
H 0.229 -1.185 -4.633 -0.028 0.035 0.081 0.33
H 2.707 -1.064 -3.600 -0.111 0.083 0.122 0.41
H -2.412 -2.069 1.730 0.295 0.313 -0.161 0.31
H -2.202 1.618 -0.683 -0.088 -0.502 0.509 0.44
H -0.751 1.336 -4.778 0.192 -0.045 0.163 0.35
```
Forces are in eV/Å.

Properties
Kohn-Sham gap (spin up / spin down): 4.4 / 4.4 eV
E_HOMO (spin up / spin down): -0.141 / -0.143 eV
LUMO (spin up / spin down): 4.259 / 4.258 eV
net charge: -2
<S²>: 15.760
spin multiplicity: 8

[2]
Formula: C12H11Cl3IrO2
Source: the Open Molecules 2025 dataset
Level of theory: ωB97M-V with the def2-TZVPD basis set

```
29
Properties=species:S:1:pos:R:3:forces:R:3:mulliken_charge:R:1
Ir -0.011 -0.604 -0.475 2.333 0.433 4.784 1.09
Cl -1.956 2.110 3.431 0.113 0.250 -0.028 -0.17
Cl 0.553 3.534 2.656 -0.259 0.064 0.145 -0.18
Cl 0.086 -2.243 1.120 0.344 -1.673 1.510 -0.35
O -0.235 0.979 1.138 0.090 0.209 0.690 -0.64
O 0.958 0.043 2.858 -0.552 0.393 -0.777 -0.63
C -1.330 -0.368 -2.141 -1.493 -0.117 -0.563 -0.53
C 2.062 -1.465 -0.863 1.169 1.286 -0.285 -0.66
C -2.184 -1.463 -0.269 -1.228 -0.214 -1.068 -0.59
C -0.186 2.042 3.285 0.129 -0.452 -0.256 -0.03
C 2.241 -0.408 0.114 1.040 -0.178 -1.528 -0.13
C 1.549 -0.869 -2.065 1.347 0.614 -0.018 -0.51
C -2.283 -0.075 -0.045 -1.240 0.225 -0.665 0.05
C -1.721 0.617 -1.168 -1.869 0.054 -0.829 -0.63
C 0.220 0.876 2.334 0.679 -0.134 0.777 0.47
C 1.909 0.837 -0.516 0.784 -0.526 -0.770 -0.46
C 1.444 0.567 -1.840 1.486 -0.398 -0.039 -0.68
C -1.507 -1.670 -1.533 -2.550 -0.005 -1.089 -0.48
H 1.300 -1.404 -2.971 0.043 0.132 0.080 0.53
H 0.228 1.847 4.278 -0.168 0.115 -0.371 0.33
H 1.977 1.810 -0.057 -0.185 -0.030 0.051 0.39
H 2.258 -2.513 -0.705 -0.090 0.082 0.004 0.47
H -2.497 -2.239 0.415 0.164 0.172 -0.139 0.47
H 1.096 1.305 -2.547 0.018 -0.107 0.035 0.51
H 2.569 -0.540 1.130 -0.122 0.005 0.052 0.54
H -0.948 -0.164 -3.134 -0.045 -0.088 0.230 0.58
H -2.684 0.389 0.845 0.202 -0.030 -0.115 0.43
H -1.657 1.694 -1.294 0.027 -0.307 0.094 0.39
H -1.251 -2.625 -1.982 -0.166 0.226 0.087 0.39
```
Forces are in eV/Å.

Properties
Kohn-Sham gap (spin up / spin down): 6.8 / 6.5 eV
E_HOMO (spin up / spin down): -6.577 / -9.393 eV
LUMO (spin up / spin down): 0.195 / -2.845 eV
net charge: 0
<S²>: 8.770
spin multiplicity: 6

[3]
Formula: C12H11F2NPb
Source: the Open Molecules 2025 dataset
Level of theory: ωB97M-V with the def2-TZVPD basis set

```
27
Properties=species:S:1:pos:R:3:forces:R:3:mulliken_charge:R:1
Pb -1.684 -0.163 -1.046 -0.819 1.011 -1.395 0.54
F 1.168 0.346 3.570 0.036 0.492 -1.007 -0.32
F 0.437 4.460 1.362 -0.154 -1.280 0.165 -0.31
N -0.242 -1.708 0.033 0.942 -0.608 0.053 -0.27
C 0.343 -1.191 1.155 -0.395 -0.793 -0.800 0.88
C 0.857 2.385 2.452 -0.111 -0.131 -0.290 -0.87
C -0.144 -3.024 -0.280 0.259 0.705 0.911 -0.10
C 1.118 -3.412 1.721 -0.301 0.350 -0.209 -0.30
C 0.791 0.999 2.408 -0.328 -0.444 0.428 0.51
C 0.314 3.086 1.379 0.122 0.579 -0.533 0.50
C -0.866 0.918 -3.155 0.494 -0.872 1.210 -1.24
C -0.326 2.449 0.311 0.491 0.286 1.005 -0.60
C 0.528 -3.913 0.555 -0.033 0.110 -0.153 -0.68
C -0.347 1.062 0.326 -0.247 -0.444 -0.697 -0.08
C 0.259 0.274 1.313 0.398 1.091 0.982 -0.35
C 1.021 -2.052 2.018 0.156 -0.302 0.097 -0.67
H -2.003 2.114 -5.492 -0.889 0.199 -0.070 -0.12
H -2.752 2.280 -5.526 0.829 -0.167 -0.025 0.13
H 0.199 1.069 -2.928 -0.252 0.057 -0.338 0.32
H -1.352 1.878 -3.340 -0.075 -0.204 0.223 0.20
H 1.651 -4.071 2.404 -0.109 0.118 -0.189 0.41
H -0.766 3.035 -0.495 0.067 -0.116 0.217 0.41
H -0.612 -3.347 -1.214 0.104 0.162 0.370 0.36
H 0.591 -4.966 0.278 0.023 0.345 0.152 0.36
H -0.991 0.237 -4.002 0.002 0.186 0.133 0.38
H 1.322 2.892 3.290 -0.147 -0.084 -0.107 0.46
H 1.485 -1.634 2.904 -0.062 -0.247 -0.135 0.44
```
Forces are in eV/Å.

Properties
Kohn-Sham gap: 7.0 eV
E_HOMO: -7.316 eV
LUMO: -0.317 eV
net charge: 0
spin multiplicity: 1

[4]
Formula: C12H11N3
Source: the Open Molecules 2025 dataset
Level of theory: ωB97M-V with the def2-TZVPD basis set

```
26
Properties=species:S:1:pos:R:3:forces:R:3:mulliken_charge:R:1
N 1.779 -1.403 -1.961 2.601 -0.223 -0.362 -0.74
N -3.372 -1.750 -1.886 -1.840 0.709 0.987 -0.29
N -2.634 -2.465 -2.614 1.482 -0.240 -0.201 -0.72
C -3.649 -0.106 -0.112 0.008 -0.080 1.237 -0.40
C -3.025 0.676 0.836 -0.847 -0.902 -0.659 -0.79
C -1.257 -2.411 -2.499 0.549 0.719 1.366 -0.66
C 0.724 -0.081 -0.088 -3.613 0.867 -2.133 1.48
C -1.480 -0.839 -0.771 0.177 -0.713 -1.015 1.29
C 0.774 -1.125 -1.288 -0.345 1.527 0.825 0.32
C -0.587 -1.586 -1.597 -2.718 -0.137 -0.375 0.19
C -2.882 -0.930 -0.897 2.173 -0.787 -1.862 -0.04
C 1.316 1.321 -0.414 -1.767 -1.738 0.635 -1.83
C 1.297 -0.660 1.105 -1.296 1.298 1.977 -1.73
C -1.633 0.748 0.929 1.645 0.504 0.689 -0.33
C -0.824 0.007 0.103 0.024 0.377 0.056 -0.42
H 1.216 0.128 1.850 -0.557 -0.173 0.719 0.44
H -3.770 1.050 1.502 0.392 1.064 0.812 0.35
H -4.703 -0.238 -0.049 -0.697 0.099 -0.372 0.43
H 0.798 1.967 -1.073 -0.620 -0.063 -1.347 0.38
H 0.765 -1.533 1.399 -0.067 -0.831 0.455 0.40
H 1.409 1.930 0.434 0.276 0.431 1.709 0.46
H -0.776 -3.120 -3.108 0.682 -0.539 -0.857 0.55
H 2.307 -0.742 1.101 3.268 -1.054 -0.555 0.47
H 2.657 -0.932 -1.592 -1.301 -0.572 -0.535 0.26
H 2.237 1.015 -0.721 3.048 0.227 -1.331 0.53
H -1.084 1.344 1.659 -0.656 0.230 0.139 0.40
```
Forces are in eV/Å.

Properties
Kohn-Sham gap: 8.3 eV
E_HOMO: -8.890 eV
LUMO: -0.549 eV
net charge: 0
spin multiplicity: 1
energy relative to the best compared isomer or geometry (same formula, charge and spin): 248.2 kJ/mol

[5]
Formula: C12H11N4O8
Source: the Open Molecules 2025 dataset
Level of theory: ωB97M-V with the def2-TZVPD basis set

```
35
Properties=species:S:1:pos:R:3:forces:R:3:mulliken_charge:R:1
O -2.008 -1.795 -1.357 1.741 -1.519 1.161 -0.57
O 2.458 -4.826 1.661 -0.139 1.732 0.953 -0.61
O -0.566 3.696 -1.133 -0.183 -0.738 0.063 -0.66
O -1.171 -3.821 -1.245 0.196 1.913 0.849 -0.63
O 3.158 -3.451 3.213 -1.638 0.070 -1.636 -0.56
O 1.268 0.351 3.557 -1.171 -1.035 -2.264 -0.08
O 2.121 3.382 -1.101 0.842 -0.217 -0.032 -0.71
O -1.690 1.750 -1.062 -0.975 0.250 -0.049 -0.23
N 1.840 -0.900 3.459 -1.462 0.286 -1.597 -0.48
N 0.335 0.622 2.509 1.549 -2.360 0.414 -0.49
N 2.405 -3.729 2.264 1.460 -2.012 0.422 0.93
N -1.205 -2.626 -0.879 -1.827 -0.349 -2.188 1.00
C -0.526 2.474 -1.078 1.794 0.079 0.048 0.48
C -0.350 -0.855 0.597 -1.051 -1.023 -0.828 -0.63
C 1.930 2.161 -1.111 -0.685 0.292 0.166 0.40
C 3.120 1.223 -1.220 0.368 -0.042 -0.006 -1.14
C 0.631 1.593 -1.037 -0.540 0.651 -0.129 -0.59
C 0.600 -3.143 0.716 0.889 0.095 1.095 -0.13
C -0.287 -2.191 0.150 0.234 1.992 1.180 -0.54
C 0.359 -0.524 1.770 0.979 1.316 1.709 0.45
C 1.271 -1.452 2.358 1.022 0.193 1.562 1.22
C 1.420 -2.786 1.785 -0.943 0.834 -0.781 -0.61
C -2.819 2.626 -1.168 -0.157 -0.157 0.090 -0.26
C -4.049 1.763 -1.208 -0.264 -0.318 -0.007 -1.18
H -0.987 -0.100 0.138 -0.110 -0.362 0.021 1.03
H 3.793 1.387 -0.370 -0.114 -0.006 -0.098 0.25
H 0.461 0.528 -1.111 0.171 0.106 -0.361 0.64
H 2.847 0.165 -1.260 -0.047 0.051 -0.003 0.26
H -4.122 1.153 -0.305 -0.018 -0.017 -0.029 0.26
H 3.679 1.484 -2.125 -0.059 -0.073 0.106 0.29
H -2.833 3.296 -0.297 -0.004 -0.041 -0.344 0.31
H 0.632 -4.157 0.318 0.080 0.413 0.105 0.59
H -2.736 3.231 -2.082 0.048 -0.074 0.342 0.32
H -4.950 2.375 -1.278 -0.007 0.061 0.007 0.41
H -4.029 1.092 -2.070 0.021 0.009 0.060 0.27
```
Forces are in eV/Å.

Properties
Kohn-Sham gap: 3.8 eV
E_HOMO: -3.924 eV
LUMO: -0.081 eV
net charge: -1
spin multiplicity: 1
energy relative to the best compared isomer or geometry (same formula, charge and spin): 8.2 kJ/mol

[6]
Formula: C12H11OP
Source: the Open Molecules 2025 dataset
Level of theory: ωB97M-V with the def2-TZVPD basis set

```
25
Properties=species:S:1:pos:R:3:forces:R:3:mulliken_charge:R:1
P -1.047 2.937 1.474 0.390 0.631 -3.462 0.04
O -0.865 2.383 2.787 0.222 -1.101 2.691 -0.40
C 2.480 0.818 -0.694 -0.754 -0.823 -0.714 -0.43
C 0.760 0.322 1.081 -1.291 2.456 -4.053 -0.50
C -2.243 -2.538 -0.280 -0.158 -0.060 -0.773 -0.33
C 2.132 0.250 0.472 -1.229 1.801 -1.144 -0.81
C -1.098 -2.213 -1.051 -0.420 -2.159 -0.394 -0.71
C 0.446 2.198 -0.915 0.014 0.197 2.635 -0.23
C 1.489 1.456 -1.665 -1.563 -1.631 2.577 -0.94
C -0.202 -0.706 0.575 -1.021 0.327 -0.041 0.53
C 0.092 1.980 0.359 0.771 -3.580 1.491 0.07
C -0.036 -1.447 -0.574 -2.976 -0.530 0.358 -0.10
C -2.374 -1.873 0.920 1.373 0.953 -1.231 -0.72
C -1.448 -0.903 1.207 0.939 1.602 3.557 -0.33
H 0.649 0.372 2.114 0.493 0.420 1.744 0.84
H -3.082 -3.217 -0.533 1.028 0.283 -0.437 0.32
H 0.717 -1.582 -1.249 2.846 0.768 -0.969 0.57
H 2.098 2.020 -2.235 1.401 2.549 -2.233 0.57
H 0.868 0.878 -2.351 0.526 -0.977 -0.044 0.32
H -0.827 -2.730 -2.016 -0.968 0.388 1.049 0.24
H 3.497 0.957 -1.106 -0.370 -0.737 0.878 0.38
H -0.044 3.047 -1.261 -0.558 1.541 -1.555 0.50
H -3.148 -1.958 1.613 -1.434 -0.557 0.678 0.44
H -1.650 -0.334 2.213 0.606 -0.837 -2.028 0.19
H 2.837 -0.117 1.113 2.133 -0.923 1.419 0.48
```
Forces are in eV/Å.

Properties
Kohn-Sham gap: 7.8 eV
E_HOMO: -8.449 eV
LUMO: -0.610 eV
net charge: 0
spin multiplicity: 1
energy relative to the best compared isomer or geometry (same formula, charge and spin): 0.0 kJ/mol

[7]
Formula: C12H12BBrN8Pt
Source: the Open Molecules 2025 dataset
Level of theory: ωB97M-V with the def2-TZVPD basis set

```
35
Properties=species:S:1:pos:R:3:forces:R:3:mulliken_charge:R:1
Pt -2.701 -0.153 0.968 1.308 0.315 -0.752 1.23
Br -4.880 -0.130 1.724 0.606 -0.011 -0.167 0.09
N 1.743 0.021 -0.628 0.201 -0.173 -0.559 0.23
N -0.715 0.746 -1.079 0.286 0.210 -0.377 0.80
N -2.031 0.583 -0.830 -0.464 -0.581 0.945 -0.86
N -0.196 -1.404 0.047 0.374 -0.152 -0.276 0.83
N -1.081 0.777 1.790 -0.886 -0.597 -0.512 -0.82
N 0.131 0.758 1.200 0.508 0.095 0.105 0.59
N -1.408 -1.653 0.564 -0.650 0.653 0.342 -0.76
N 2.715 -0.281 0.357 0.249 0.233 0.843 -0.68
C 3.723 -0.157 -1.619 0.456 -0.285 -0.013 -0.74
C -1.587 -2.973 0.687 -0.155 -0.344 0.073 -0.07
C -2.743 1.304 -1.708 -0.238 0.292 -0.174 -0.10
C 0.958 1.510 1.949 -0.150 0.213 0.311 0.18
C 3.886 -0.292 -0.207 -0.608 -0.191 -0.362 -0.14
C -1.862 1.952 -2.559 0.069 -0.154 0.140 -1.05
C -0.599 1.590 -2.120 -0.295 0.144 -0.076 0.03
C 2.307 0.029 -1.809 -0.228 0.219 -0.025 0.12
C -0.439 -3.608 0.235 0.016 0.263 -0.019 -1.01
C 0.409 -2.589 -0.160 -0.148 -0.356 0.071 0.06
C 0.261 2.008 3.039 -0.067 -0.117 -0.227 -1.05
C -1.030 1.524 2.900 -0.105 0.205 0.375 0.00
B 0.276 0.040 -0.151 0.131 0.010 0.344 0.10
H -1.883 1.682 3.543 -0.078 -0.079 -0.078 0.46
H -3.822 1.320 -1.717 -0.005 -0.038 0.157 0.47
H 1.773 0.144 -2.741 -0.002 -0.010 -0.010 0.63
H 4.479 -0.331 -2.374 -0.083 0.206 -0.127 0.47
H 1.401 -2.677 -0.571 0.031 0.156 0.026 0.46
H 4.791 -0.500 0.345 -0.021 0.043 0.077 0.51
H 1.990 1.672 1.692 -0.007 -0.123 -0.092 0.54
H 0.636 2.642 3.825 -0.012 -0.013 0.023 0.46
H -2.492 -3.409 1.081 -0.053 0.111 0.013 0.47
H 0.354 1.930 -2.491 0.059 -0.130 0.007 0.62
H -0.250 -4.668 0.205 -0.030 -0.010 0.002 0.47
H -2.114 2.594 -3.387 -0.009 -0.005 -0.008 0.47
```
Forces are in eV/Å.

Properties
Kohn-Sham gap (spin up / spin down): 6.0 / 6.0 eV
E_HOMO (spin up / spin down): -19.724 / -19.723 eV
LUMO (spin up / spin down): -13.676 / -13.679 eV
net charge: +3
<S²>: 0.760
spin multiplicity: 2

[8]
Formula: C12H12Br2Cl3GeN2OOs
Source: the Open Molecules 2025 dataset
Level of theory: ωB97M-V with the def2-TZVPD basis set

```
34
Properties=species:S:1:pos:R:3:forces:R:3:mulliken_charge:R:1
Os 0.766 1.180 0.211 -1.545 0.190 -0.212 2.29
Br 2.911 -5.107 1.335 -0.003 -0.052 0.010 0.56
Br -0.098 -2.081 -5.625 0.111 0.684 1.509 0.07
Ge 2.273 4.548 0.900 0.383 0.237 -0.049 0.93
Cl 0.685 3.250 -0.676 -0.296 0.307 -0.615 -0.32
Cl 4.153 4.715 0.021 -0.405 -0.080 0.158 -0.02
Cl 1.967 2.150 1.841 0.510 -0.098 0.878 -0.28
O -1.645 1.581 1.318 1.753 1.135 -1.852 -0.57
N 0.214 0.170 -1.507 0.395 -0.064 0.629 -0.49
N 1.205 -0.776 0.686 0.268 -0.929 -0.136 -0.29
C 2.186 -3.364 1.062 -0.783 1.752 -0.293 0.35
C 1.225 -1.660 -0.356 -0.089 0.162 -0.120 0.46
C 0.584 -1.809 -2.820 0.153 0.248 0.939 -0.32
C 1.609 -1.196 1.892 0.163 -0.033 0.433 -0.39
C -0.372 0.734 -2.572 -0.428 0.433 -0.927 -0.12
C -2.666 1.101 2.175 -0.394 -1.878 2.637 -0.14
C 2.100 -2.466 2.133 0.294 -0.861 0.018 -0.65
C 1.718 -2.951 -0.195 0.392 -0.699 0.354 -0.28
C -3.975 1.815 2.116 -0.612 1.005 -1.064 -1.31
C -0.504 0.104 -3.795 0.113 -0.201 0.358 -0.67
C 0.672 -1.112 -1.617 0.047 -0.771 -0.750 0.66
C 0.002 -1.193 -3.937 -0.243 -0.283 -1.434 -0.27
H -2.779 0.020 1.984 -0.057 0.464 -0.314 0.27
H -4.687 1.323 2.783 0.109 0.007 -0.076 0.36
H 0.960 -2.818 -2.913 0.005 -0.029 0.021 0.45
H -1.850 2.503 1.085 -0.050 -0.250 0.149 0.31
H -4.403 1.843 1.102 0.039 -0.418 0.229 0.37
H -2.296 1.136 3.226 -0.024 0.186 -0.611 0.26
H 2.420 -2.742 3.131 -0.058 0.167 0.067 0.44
H 1.763 -3.643 -1.022 -0.135 0.112 -0.257 0.46
H -3.942 2.879 2.397 0.319 -0.331 0.309 0.41
H -0.985 0.616 -4.617 -0.018 0.019 -0.010 0.49
H 1.547 -0.489 2.712 0.041 -0.069 -0.030 0.49
H -0.757 1.741 -2.458 0.046 -0.063 0.051 0.47
```
Forces are in eV/Å.

Properties
Kohn-Sham gap (spin up / spin down): 7.1 / 2.6 eV
E_HOMO (spin up / spin down): -20.927 / -20.812 eV
LUMO (spin up / spin down): -13.848 / -18.243 eV
net charge: +4
<S²>: 8.791
spin multiplicity: 6
energy relative to the best compared isomer or geometry (same formula, charge and spin): 9.1 kJ/mol